A 10-piece molecular cluster, C40H110N10O10 overall. Source: the OMol25 dataset; level of theory: ωB97M-V/def2-TZVPD.

Computed properties:
- HOMO-LUMO gap (spin up / spin down): 7.346 / 1.680 eV
- Strongest force on any atom: 3.15 eV/Å
- HOMO energy (spin up / spin down): -0.3640 / -0.3640 Ha
- Net charge: +1
- Energy relative to the best compared isomer or geometry (same formula, charge and spin): 199.12 kJ/mol
- <S²>: 0.755
- DFT total energy: -78622.58433 eV
- Spin multiplicity: 2

Geometry (Å):
C (-19.6677, 10.9497, -12.8780)
C (-20.5950, 11.5518, -13.9222)
C (-20.3602, 11.0448, -15.3746)
O (-19.1584, 11.5188, -16.0068)
C (-18.8908, 10.8925, -17.1912)
N (-21.9755, 11.2775, -13.5432)
H (-18.6114, 11.1356, -13.0727)
H (-19.7916, 9.8671, -12.9021)
H (-19.9551, 11.3470, -11.9046)
H (-20.4573, 12.6303, -14.0000)
H (-21.2411, 11.2153, -15.9936)
H (-20.2073, 9.9694, -15.2840)
H (-18.8884, 9.8048, -17.1202)
H (-17.9519, 11.2732, -17.5932)
H (-19.6960, 11.1822, -17.8664)
H (-22.1106, 11.7562, -12.6642)
H (-22.5892, 11.7280, -14.2069)
C (-11.6161, 6.8574, -24.0601)
C (-12.8305, 7.5996, -23.4816)
C (-12.6923, 7.9974, -22.0012)
O (-13.9520, 8.2556, -21.3814)
C (-13.8596, 8.4312, -19.9804)
N (-12.9861, 8.8675, -24.1580)
H (-10.7258, 7.4855, -24.0889)
H (-11.7044, 6.5072, -25.0886)
H (-11.4541, 5.9835, -23.4291)
H (-13.7122, 6.9631, -23.5562)
H (-12.0521, 8.8588, -21.8106)
H (-12.1955, 7.2052, -21.4412)
H (-14.8109, 8.7481, -19.5530)
H (-13.0686, 9.1693, -19.8473)
H (-13.5328, 7.5192, -19.4810)
H (-13.9196, 9.2058, -23.9729)
H (-12.2923, 9.5297, -23.8416)
C (-20.0491, 6.6666, -16.8336)
C (-20.7676, 5.8711, -15.6865)
C (-20.8490, 4.3600, -16.0140)
O (-21.2120, 3.5482, -14.9036)
C (-20.9540, 2.1550, -15.0084)
N (-19.9290, 5.9884, -14.4808)
H (-19.8267, 7.6776, -16.4922)
H (-20.7276, 6.7039, -17.6858)
H (-19.1585, 6.2472, -17.3015)
H (-21.7972, 6.2273, -15.6526)
H (-19.8282, 4.0266, -16.2009)
H (-21.4325, 4.0399, -16.8773)
H (-21.4775, 1.6548, -14.1936)
H (-19.8913, 1.9126, -15.0041)
H (-21.3655, 1.7540, -15.9347)
H (-20.0837, 6.8403, -13.9607)
H (-20.2253, 5.1287, -14.0412)
C (-13.3469, 3.9628, -16.9622)
C (-14.6292, 4.8204, -16.7460)
C (-15.2240, 5.2030, -18.1146)
O (-16.1209, 6.2544, -17.8705)
C (-16.8451, 6.7189, -19.0350)
N (-15.5859, 3.9505, -16.0657)
H (-13.5422, 3.0323, -17.4953)
H (-12.8276, 3.7255, -16.0337)
H (-12.7400, 4.6126, -17.5927)
H (-14.4247, 5.6933, -16.1261)
H (-15.6186, 4.3234, -18.6230)
H (-14.4621, 5.5769, -18.7986)
H (-17.5885, 6.0032, -19.3861)
H (-16.2104, 6.8443, -19.9122)
H (-17.3713, 7.6716, -18.9746)
H (-16.5297, 4.2919, -15.9526)
H (-15.6956, 3.0439, -16.4971)
C (-8.1614, 11.7393, -17.0740)
C (-9.4470, 11.2760, -17.7906)
C (-10.7721, 11.1948, -16.9089)
O (-10.3982, 10.1733, -16.0124)
C (-11.4048, 9.7110, -15.1005)
N (-9.7324, 12.2726, -18.8055)
H (-7.9329, 11.0361, -16.2731)
H (-8.2852, 12.6956, -16.5660)
H (-7.2808, 11.7143, -17.7159)
H (-9.1899, 10.3859, -18.3648)
H (-11.6556, 11.0668, -17.5344)
H (-10.9858, 12.1219, -16.3770)
H (-10.9860, 8.9399, -14.4538)
H (-12.1694, 9.1670, -15.6550)
H (-11.8294, 10.5885, -14.6129)
H (-9.0157, 12.3722, -19.5101)
H (-9.6879, 13.1747, -18.3533)
C (-17.1979, 6.3816, -6.8539)
C (-16.9728, 5.6919, -8.2105)
C (-15.9439, 6.4249, -9.0983)
O (-16.1562, 7.8530, -9.2712)
C (-17.5250, 8.2562, -9.6810)
N (-16.4864, 4.3702, -7.8634)
H (-17.3643, 7.4253, -7.1205)
H (-16.2916, 6.3838, -6.2484)
H (-18.0559, 6.0697, -6.2583)
H (-17.9721, 5.5782, -8.6308)
H (-15.9353, 6.0188, -10.1097)
H (-14.9637, 6.3161, -8.6342)
H (-18.3838, 8.2524, -9.0097)
H (-17.8348, 7.5467, -10.4482)
H (-17.4304, 9.1571, -10.2872)
H (-15.9392, 4.0511, -8.6501)
H (-15.7389, 4.3947, -7.1846)
C (-18.0711, 4.7785, -11.8026)
C (-17.9978, 3.4391, -11.0380)
C (-19.2374, 2.6117, -11.4222)
O (-19.1614, 1.3642, -10.7475)
C (-20.2933, 0.6238, -11.2309)
N (-16.8136, 2.7471, -11.4349)
H (-17.2392, 5.4783, -11.7224)
H (-18.9508, 5.2467, -11.3612)
H (-18.2608, 4.7181, -12.8743)
H (-17.9987, 3.4766, -9.9486)
H (-19.1747, 2.5003, -12.5047)
H (-20.1470, 3.1168, -11.0972)
H (-21.2184, 1.1708, -11.0489)
H (-20.4132, -0.3384, -10.7331)
H (-20.2845, 0.3769, -12.2925)
H (-16.9207, 1.7927, -11.1222)
H (-16.0850, 2.9609, -10.7690)
C (-13.3684, 9.6565, -12.0308)
C (-12.7982, 8.4721, -11.1808)
C (-12.6036, 8.7539, -9.6263)
O (-11.7571, 9.8243, -9.4511)
C (-11.5655, 10.1166, -8.0876)
N (-13.7790, 7.4003, -11.4058)
H (-13.6252, 9.4250, -13.0645)
H (-12.7241, 10.5235, -11.8846)
H (-14.2908, 9.9502, -11.5298)
H (-11.8454, 8.1654, -11.6123)
H (-12.1670, 7.8845, -9.1348)
H (-13.5778, 8.9500, -9.1784)
H (-12.4678, 10.3970, -7.5442)
H (-10.8969, 10.9737, -8.0068)
H (-11.1083, 9.2246, -7.6595)
H (-14.5401, 7.5806, -10.7668)
H (-13.3082, 6.6141, -10.9811)
C (-17.0440, 8.2345, -13.3220)
C (-16.7692, 8.0431, -14.7853)
C (-15.2896, 8.2742, -15.2264)
O (-14.9070, 9.6235, -15.1013)
C (-15.5511, 10.5054, -16.0127)
N (-17.0865, 6.6304, -15.1186)
H (-16.3106, 7.6515, -12.7648)
H (-17.9621, 7.7905, -12.9372)
H (-16.9792, 9.2253, -12.8725)
H (-17.5045, 8.6703, -15.2894)
H (-15.0722, 7.9795, -16.2530)
H (-14.5735, 7.7355, -14.6058)
H (-14.9844, 11.4340, -15.9449)
H (-16.6246, 10.6779, -15.9353)
H (-15.3318, 10.2392, -17.0468)
H (-18.0664, 6.5008, -14.9107)
H (-16.9928, 6.5346, -16.1196)
C (-15.3967, 13.0535, -13.0792)
C (-15.1245, 13.5572, -11.6854)
C (-13.5630, 13.7825, -11.4829)
O (-13.1983, 14.2946, -10.1760)
C (-12.5983, 13.3780, -9.3284)
N (-15.7134, 14.8568, -11.4314)
H (-15.0976, 12.0169, -13.2343)
H (-15.1011, 13.6198, -13.9624)
H (-16.4629, 12.9097, -13.2547)
H (-15.4352, 12.8950, -10.8773)
H (-13.2189, 14.5264, -12.2014)
H (-13.0144, 12.8904, -11.7848)
H (-11.5919, 13.1319, -9.6671)
H (-13.1801, 12.4609, -9.2357)
H (-12.4682, 13.6530, -8.2817)
H (-15.2611, 15.6188, -11.9160)
H (-15.5898, 15.1366, -10.4688)

Atoms 1-6, force components in eV/Å:
-0.135 -0.090 -0.538
0.556 0.668 -1.417
0.915 -0.951 0.650
-0.509 1.087 2.742
-0.606 0.055 -1.371
0.207 -0.226 -0.070

Löwdin atomic charge list, values in e, 8 entries: C -0.058; C -0.442; C -0.161; O -0.193; C -0.154; N 0.036; H 0.059; H 0.073